{
  "formula": "C7H28N2O7",
  "method": "ωB97M-V with the def2-TZVPD basis set",
  "species": ["O", "O", "O", "O", "O", "O", "O", "N", "N", "C", "C", "C", "C", "C", "C", "C", "H", "H", "H", "H", "H", "H", "H", "H", "H", "H", "H", "H", "H", "H", "H", "H", "H", "H", "H", "H", "H", "H", "H", "H", "H", "H", "H", "H"],
  "coordinates": [[-0.568, -0.160, -0.759], [0.005, -3.092, 3.593], [1.726, -1.050, -3.842], [-1.070, 4.834, -2.797], [0.149, 3.508, 3.690], [0.591, -2.650, -1.386], [2.814, -0.570, 0.658], [0.596, 3.793, -1.526], [-1.508, 2.946, -1.525], [1.872, -1.199, 1.556], [-0.941, -2.884, 2.613], [-0.658, 3.841, -1.934], [0.735, -0.138, -3.994], [-0.785, 3.260, 2.638], [-0.179, -3.854, -1.109], [-1.437, 0.023, 0.366], [-1.897, -3.393, 2.977], [1.287, 4.377, -2.101], [-0.137, -4.510, -1.981], [-1.162, -3.525, -0.867], [3.178, -1.206, 0.145], [0.166, 4.432, 3.929], [-0.222, -0.645, -3.717], [-2.082, 0.960, 0.307], [-0.545, 3.746, 1.703], [2.440, -1.742, 2.287], [-2.532, 3.042, -1.520], [1.787, -1.065, -2.857], [1.396, -2.056, 1.027], [0.224, -4.369, -0.301], [-0.201, -1.057, -0.743], [1.079, 2.978, -1.088], [-1.136, 2.169, -0.999], [0.702, 0.273, -4.994], [1.127, -0.451, 1.944], [0.843, 0.700, -3.208], [-1.724, 3.733, 2.922], [-0.625, -3.361, 1.683], [-2.048, -0.879, 0.600], [-0.951, 2.164, 2.504], [0.318, -2.243, 3.852], [-1.269, -1.849, 2.450], [1.472, -2.896, -1.508], [-0.829, 0.060, 1.297]],
  "multiplicity": 1,
  "e_above_lowest_kcal_mol": 119.1,
  "smiles": "NC(N)=O.CO.CO.CO.CO.CO.CO"
}

{
  "formula": "C7H28N2O8",
  "method": "ωB97M-V with the def2-TZVPD basis set",
  "species": ["O", "O", "O", "O", "O", "O", "O", "O", "N", "N", "C", "C", "C", "C", "C", "C", "C", "H", "H", "H", "H", "H", "H", "H", "H", "H", "H", "H", "H", "H", "H", "H", "H", "H", "H", "H", "H", "H", "H", "H", "H", "H", "H", "H", "H"],
  "coordinates": [[-0.573, -2.832, -0.326], [0.098, 1.027, -2.663], [2.562, -2.420, -0.366], [2.480, -0.370, 0.139], [2.165, -0.867, -1.765], [0.637, -1.446, 2.903], [-3.030, -0.060, 0.945], [0.520, 2.792, 0.722], [-0.471, 0.254, 0.093], [2.439, -1.227, -0.684], [0.966, 1.991, -4.656], [-1.427, 2.425, -3.970], [-0.135, -2.142, 3.877], [0.060, 3.723, -0.266], [-0.264, -3.623, 3.454], [-0.297, 1.383, -3.887], [0.680, -1.913, 5.209], [1.402, 3.108, 0.929], [1.699, -2.285, 5.105], [0.677, -0.865, 5.508], [0.858, 3.708, -1.008], [0.092, -0.314, 0.710], [1.527, -1.801, 2.963], [-0.090, 0.120, -0.833], [-1.597, 2.736, -5.001], [-0.468, -3.617, -0.863], [-1.002, -3.997, 2.745], [-1.094, -1.626, 3.894], [-0.914, 3.444, -0.669], [-2.305, 1.943, -3.540], [-0.384, 1.223, 0.363], [-1.451, 0.103, 0.282], [0.119, 4.709, 0.195], [1.455, 2.840, -4.178], [-1.062, 3.319, -3.463], [0.663, -4.036, 3.056], [0.737, 2.306, -5.674], [1.650, 1.158, -4.815], [0.050, -2.946, 0.391], [-3.405, -0.936, 0.856], [-0.586, 0.507, -4.468], [-3.789, 0.517, 1.035], [0.996, 0.687, -2.657], [0.236, -2.501, 6.012], [-0.426, -4.197, 4.367]],
  "e_tot_ev": -27068.3742,
  "multiplicity": 1
}

{
  "formula": "C7H28O7",
  "method": "ωB97M-V with the def2-TZVPD basis set",
  "species": ["O", "O", "O", "O", "O", "O", "O", "C", "C", "C", "C", "C", "C", "C", "H", "H", "H", "H", "H", "H", "H", "H", "H", "H", "H", "H", "H", "H", "H", "H", "H", "H", "H", "H", "H", "H", "H", "H", "H", "H", "H", "H"],
  "coordinates": [[-0.740, -0.387, 0.652], [-0.286, -0.468, -3.042], [-0.372, 2.606, -2.316], [-1.197, -2.323, 2.360], [-2.289, -1.594, -1.228], [-1.265, 4.050, 2.380], [5.541, -0.307, 0.062], [-0.875, 2.705, 2.324], [-2.308, -2.751, 3.035], [4.696, -1.447, -0.163], [0.454, 3.522, -1.558], [-3.567, -1.631, -0.621], [0.981, -0.332, -3.555], [0.701, -0.470, 0.412], [4.963, -2.074, -1.013], [3.631, -1.236, -0.263], [1.651, -0.527, -2.717], [4.816, -2.151, 0.661], [-0.445, 0.363, -2.587], [-3.437, -2.221, 0.286], [0.957, 0.201, -0.408], [1.388, -0.305, 1.242], [-0.228, 4.314, -1.247], [-3.864, -0.642, -0.270], [-3.224, -2.652, 2.452], [-1.232, 2.262, 1.394], [-0.734, 3.138, -3.028], [-2.349, -2.120, 3.923], [-0.560, -3.038, 2.419], [6.440, -0.623, 0.171], [-1.760, -1.066, -0.625], [-4.352, -2.137, -1.181], [-1.324, 2.175, 3.165], [-2.193, 4.081, 2.627], [-0.931, -0.914, 1.431], [0.856, 3.046, -0.664], [1.234, 4.040, -2.115], [1.214, 0.642, -3.983], [1.146, -1.141, -4.267], [0.871, -1.501, 0.101], [0.202, 2.721, 2.487], [-2.209, -3.811, 3.268]],
  "multiplicity": 1,
  "e_above_lowest_kcal_mol": 100.6,
  "smiles": "CO.CO.CO.CO.CO.CO.CO"
}

> Which formula does entry 1 have?

C7H28N2O7

What did the first record say?
{
  "formula": "C7H28N2O7",
  "method": "ωB97M-V with the def2-TZVPD basis set",
  "species": ["O", "O", "O", "O", "O", "O", "O", "N", "N", "C", "C", "C", "C", "C", "C", "C", "H", "H", "H", "H", "H", "H", "H", "H", "H", "H", "H", "H", "H", "H", "H", "H", "H", "H", "H", "H", "H", "H", "H", "H", "H", "H", "H", "H"],
  "coordinates": [[-0.568, -0.160, -0.759], [0.005, -3.092, 3.593], [1.726, -1.050, -3.842], [-1.070, 4.834, -2.797], [0.149, 3.508, 3.690], [0.591, -2.650, -1.386], [2.814, -0.570, 0.658], [0.596, 3.793, -1.526], [-1.508, 2.946, -1.525], [1.872, -1.199, 1.556], [-0.941, -2.884, 2.613], [-0.658, 3.841, -1.934], [0.735, -0.138, -3.994], [-0.785, 3.260, 2.638], [-0.179, -3.854, -1.109], [-1.437, 0.023, 0.366], [-1.897, -3.393, 2.977], [1.287, 4.377, -2.101], [-0.137, -4.510, -1.981], [-1.162, -3.525, -0.867], [3.178, -1.206, 0.145], [0.166, 4.432, 3.929], [-0.222, -0.645, -3.717], [-2.082, 0.960, 0.307], [-0.545, 3.746, 1.703], [2.440, -1.742, 2.287], [-2.532, 3.042, -1.520], [1.787, -1.065, -2.857], [1.396, -2.056, 1.027], [0.224, -4.369, -0.301], [-0.201, -1.057, -0.743], [1.079, 2.978, -1.088], [-1.136, 2.169, -0.999], [0.702, 0.273, -4.994], [1.127, -0.451, 1.944], [0.843, 0.700, -3.208], [-1.724, 3.733, 2.922], [-0.625, -3.361, 1.683], [-2.048, -0.879, 0.600], [-0.951, 2.164, 2.504], [0.318, -2.243, 3.852], [-1.269, -1.849, 2.450], [1.472, -2.896, -1.508], [-0.829, 0.060, 1.297]],
  "multiplicity": 1,
  "e_above_lowest_kcal_mol": 119.1,
  "smiles": "NC(N)=O.CO.CO.CO.CO.CO.CO"
}